(1)
# C4H10S

2 unconnected molecules or ions with the total composition C4H10S (ωB97M-V/def2-TZVPD, the Open Molecules 2025 dataset).

E_HOMO: -9.35 eV
Gap between HOMO and LUMO: 6.66 eV

Geometry as ORCA input:
```
! wB97M-V def2-TZVPD RIJCOSX def2/J DEFGRID3
* xyz 0 1
C 1.599 -0.927 -1.175
C 0.183 -0.387 -0.958
C -0.143 -0.064 0.483
C -1.278 0.954 0.610
S -1.081 1.044 3.522
H 2.342 -0.208 -0.815
H 1.763 -1.717 -0.436
H 1.749 -1.233 -2.205
H -0.529 -1.014 -1.506
H 0.045 0.460 -1.648
H 0.726 0.366 0.978
H -0.565 -0.945 0.969
H -2.261 0.604 0.302
H -1.104 1.933 0.167
H -1.445 1.134 1.712
*
```



(2)
# C4H10S

C4H10S in the gas phase (ωB97M-V/def2-TZVPD, the Open Molecules 2025 dataset).

E_HOMO: -8.52 eV
Structure (SMILES): CCCSC
Gap between HOMO and LUMO: 9.59 eV

Geometry as ORCA input:
```
! wB97M-V def2-TZVPD RIJCOSX def2/J DEFGRID3
* xyz 0 1
C 2.455 0.385 -0.203
C 1.239 -0.246 0.543
C 0.179 -0.876 -0.336
C -1.235 1.305 -0.061
H 2.201 1.449 -0.544
H 3.237 0.545 0.565
H 3.070 -0.154 -0.981
H 1.692 -1.000 1.095
H 0.795 0.434 1.300
H 0.311 -1.988 -0.443
H 0.404 -0.708 -1.328
H -2.201 1.849 -0.059
H -0.783 1.625 -1.016
H -0.510 1.686 0.732
S -1.503 -0.447 0.063
*
```



Quick one: most stable of them? (2)